Entry 1:
# H3INP

A cluster of 2 separate species, H3INP in total (wB97M-V/def2-TZVPD, the Open Molecules 2025 dataset).

The HOMO energy comes out at -9.63 eV. The value obtained for the frontier orbital gap is 9.4 eV. As for the net charge: 0. The energy comes out at -695.53258 hartree. The energy relative to the best compared isomer or geometry (same formula, charge and spin) comes out at 46.05 kcal/mol. The molar mass is 174.91 g/mol.

The geometry in XYZ format:
```
6
H3INP, DFT wB97M-V/def2-TZVPD
N 0.73 -0.92 0.45
P 2.00 -0.64 -0.34
I -2.63 -0.11 0.38
H 0.00 -0.29 0.27
H -2.02 1.31 0.18
H 1.92 0.65 -0.95
```

***

Entry 2:
# C35H32ClI2InN6O5Se2

A structure of composition C35H32ClI2InN6O5Se2 (wB97M-V/def2-TZVPD, the Open Molecules 2025 dataset).

The HOMO energy comes out at -0.34 eV. The value obtained for the frontier orbital gap is 3.6 eV. As for the net charge: -2. The energy comes out at -8106.33030 hartree. The molar mass is 1178.68 g/mol.

The geometry in XYZ format:
```
84
C35H32ClI2InN6O5Se2, DFT wB97M-V/def2-TZVPD
In 0.32 -0.16 -0.76
I 1.64 -2.13 3.69
C 2.35 -0.26 3.17
C 3.37 0.33 3.93
C 3.84 1.58 3.64
I 5.35 2.38 4.85
C 3.30 2.31 2.56
C 3.69 3.61 2.19
C 3.10 4.23 1.13
C 2.10 3.54 0.41
N 1.71 2.33 0.72
C 2.28 1.71 1.78
C 1.76 0.38 2.08
O 0.81 -0.14 1.42
H 3.79 -0.23 4.76
H 4.46 4.12 2.76
H 3.38 5.24 0.83
H 1.63 4.01 -0.45
O -5.22 4.32 0.08
C -5.10 3.00 0.62
C -3.69 2.50 0.45
C -3.18 1.60 1.36
C -1.94 1.01 1.10
N -1.25 1.32 0.02
C -1.69 2.27 -0.82
C -2.91 2.87 -0.65
C -0.71 2.67 -1.89
C -0.94 3.76 -2.72
C 0.02 4.10 -3.66
C -0.24 5.22 -4.64
O -1.20 4.84 -5.63
C 1.19 3.36 -3.71
C 1.35 2.30 -2.84
N 0.42 1.97 -1.96
H -6.15 4.49 -0.08
H -5.77 2.31 0.09
H -5.36 2.98 1.68
H -3.74 1.29 2.23
H -1.54 0.25 1.75
H -3.29 3.59 -1.36
H -1.86 4.33 -2.65
H 0.70 5.51 -5.11
H -0.65 6.09 -4.13
H -1.15 3.89 -5.74
H 1.97 3.60 -4.42
H 2.24 1.69 -2.83
O -0.24 -5.73 -3.61
C -0.45 -4.42 -4.14
C -0.77 -3.42 -3.01
C -1.95 -4.01 -2.22
O -2.79 -3.10 -1.57
C -1.10 -2.13 -3.77
Se -1.38 -0.42 -2.85
C 0.53 -3.27 -2.20
Se 0.41 -2.72 -0.33
H -0.07 -6.32 -4.34
H -1.28 -4.43 -4.86
H 0.45 -4.08 -4.66
H -1.57 -4.77 -1.54
H -2.59 -4.52 -2.95
H -2.41 -2.79 -0.73
H -2.02 -2.28 -4.35
H -0.29 -1.95 -4.48
H 1.21 -2.59 -2.73
H 1.03 -4.24 -2.16
N 6.66 -1.75 -2.01
C 5.62 -1.29 -2.21
N 4.48 -0.75 -2.57
C 3.47 -0.46 -1.84
N 2.51 -0.08 -1.30
Cl -6.06 -1.54 1.25
C -5.23 -2.82 2.16
C -6.02 -3.76 2.79
C -5.45 -4.78 3.55
C -4.05 -4.79 3.65
C -3.27 -3.86 3.02
C -3.80 -2.79 2.20
C -3.00 -1.86 1.57
H -7.09 -3.69 2.68
H -6.07 -5.52 4.04
H -3.57 -5.57 4.23
H -2.19 -3.91 3.11
H -3.44 -1.12 0.92
H -1.92 -1.87 1.71
```

***

Entry 3:
# C19H43OP3SSeTm

A structure of composition C19H43OP3SSeTm (wB97M-V/def2-TZVPD, the Open Molecules 2025 dataset).

The HOMO energy (alpha / beta) comes out at -16.48 / -16.48 eV. The value obtained for the frontier orbital gap (alpha / beta) is 6.8 / 6.8 eV. As for the net charge: +3. The energy comes out at -5732.83580 hartree. The spin multiplicity is 3. The energy relative to the best compared isomer or geometry (same formula, charge and spin) comes out at 46.87 kcal/mol. The molar mass is 660.44 g/mol. Its expectation value of S² is 2.003.

The geometry in XYZ format:
```
69
C19H43OP3SSeTm, DFT wB97M-V/def2-TZVPD
Tm -0.11 -1.01 0.59
P 0.13 1.47 1.81
P -2.54 0.39 0.53
P 2.48 0.01 0.04
H -1.34 -3.14 -4.05
C -0.73 -3.75 -3.33
C -0.48 -3.41 -2.08
H -0.94 -2.68 -1.45
C 0.19 3.16 1.05
C -1.04 1.98 3.14
C 1.61 1.84 2.82
C -3.09 -0.46 -1.02
C -3.96 0.24 1.66
C -2.64 2.17 0.08
C 2.74 -1.03 -1.44
C 3.67 -0.56 1.30
C 3.06 1.72 -0.40
H -0.47 -4.74 -3.73
H 0.20 -4.04 -1.53
H 0.32 3.80 1.92
H -0.74 3.47 0.55
H 1.08 3.29 0.41
H -0.54 2.84 3.58
H -1.15 1.23 3.92
H -2.02 2.32 2.79
H 1.26 2.68 3.42
H 2.48 2.20 2.26
H 1.85 1.03 3.52
H -4.19 -0.43 -1.10
H -2.81 -1.52 -0.97
H -2.66 0.01 -1.92
H -4.88 0.61 1.17
H -3.78 0.82 2.58
H -4.10 -0.83 1.90
H -3.67 2.46 -0.09
H -2.06 2.36 -0.84
H -2.25 2.80 0.89
H 3.79 -1.10 -1.71
H 2.21 -0.61 -2.32
H 2.38 -2.06 -1.25
H 4.64 -0.73 0.84
H 3.32 -1.52 1.74
H 3.79 0.21 2.08
H 4.00 1.63 -0.95
H 3.20 2.30 0.52
H 2.33 2.21 -1.05
C 0.03 0.75 -3.51
C -0.62 -0.31 -4.14
C -0.21 -0.59 -5.45
C 0.61 0.29 -6.15
C 1.19 1.41 -5.50
C 0.89 1.65 -4.17
Se -0.06 0.97 -1.60
H -0.10 -0.54 -1.47
H -1.40 -0.93 -3.68
H -0.54 -1.51 -5.96
H 0.75 0.14 -7.21
H 1.85 2.11 -6.06
H 1.35 2.51 -3.66
C -0.38 -1.09 4.88
S 0.72 -2.17 3.94
C -0.16 -3.73 4.02
O 0.31 -1.82 2.41
H -0.04 -1.16 5.92
H -1.41 -1.43 4.83
H -0.30 -0.04 4.55
H -1.24 -3.58 4.19
H -0.03 -4.30 3.10
H 0.26 -4.26 4.87
```